# 1
A molecular structure, C24H46Cl3N2O4SiTi in a non-equilibrium geometry. Source: the Open Molecules 2025 dataset; level of theory: wB97M-V/def2-TZVPD.

Structure (XYZ):
```
81
Properties=species:S:1:pos:R:3:forces:R:3
C 1.73989 0.49937 -4.93075 0.21 -0.31 -0.12
C 0.73328 1.36057 -4.24331 -0.76 1.52 0.07
H 1.89675 0.85649 -5.95838 0.10 -0.23 0.20
H 1.39394 -0.55425 -4.96394 0.18 0.46 -0.06
H 2.69719 0.51476 -4.38045 -0.30 -0.03 -0.26
C -0.35926 1.83501 -4.86626 0.58 -0.02 0.68
C -0.75052 1.44337 -6.23933 -0.07 -0.04 -0.68
H -1.08001 2.44227 -4.31802 0.29 -0.05 -0.01
H -0.79100 0.35462 -6.37974 0.02 0.04 0.02
H -0.06266 1.83339 -6.99590 -0.01 -0.05 -0.11
H -1.73462 1.84221 -6.46980 -0.16 0.01 -0.19
Ti 0.42524 -1.75389 0.02793 0.38 2.29 -0.26
Cl 2.33658 -0.25225 -0.01370 -0.21 -0.86 0.07
Cl 0.05810 -3.93572 0.60021 -0.63 -0.63 0.23
H -0.66798 -2.77126 5.02962 0.06 0.06 -0.21
H 1.78584 -3.19423 5.40769 0.17 -0.06 -0.08
C -0.52701 -2.79126 3.94312 0.03 -0.02 0.28
C 1.91780 -3.33143 4.33225 -0.05 -0.21 0.12
N 0.90054 -2.56408 3.64439 -0.02 0.26 -1.11
H -1.12444 -2.00484 3.46406 0.30 -0.33 0.27
C 1.20205 -1.87525 2.54886 -2.05 0.62 0.74
O 0.26043 -1.26063 1.93118 1.60 -0.56 1.21
H 2.90670 -2.97525 4.02725 -0.20 -0.11 0.12
H 2.23937 -1.81206 2.18916 -0.15 -0.01 0.31
H -0.86090 -3.77114 3.56447 0.31 0.32 0.02
H 1.81735 -4.39733 4.08820 0.05 0.20 0.08
H -1.06193 -1.46349 -3.81038 -0.17 -0.02 0.29
H -3.02583 0.70042 -3.84888 0.02 -0.18 0.27
C -1.91837 -1.88472 -3.26527 -0.09 0.21 -0.07
C -3.52747 -0.01475 -3.17928 -0.08 0.10 -0.05
N -2.55069 -0.82875 -2.46187 -0.16 -0.17 0.93
H -1.60660 -2.72055 -2.62993 -0.14 0.35 -0.15
C -2.24566 -0.58403 -1.18845 0.71 -0.77 -0.75
O -1.34261 -1.20728 -0.54994 -2.06 0.58 -0.40
H -4.17030 0.52704 -2.47505 0.19 -0.11 -0.18
H -2.86223 0.18607 -0.68027 0.46 -0.39 -0.28
H -2.66870 -2.23101 -3.98548 0.13 0.01 0.21
H -4.13561 -0.68197 -3.79980 -0.02 0.18 0.23
O 0.26249 0.17423 -2.58193 -0.93 -2.40 1.78
C 0.84069 1.35125 -2.70676 -0.54 1.12 -1.05
C -1.30699 2.41185 -1.82951 0.00 0.37 0.08
C 0.08436 2.44679 -1.94063 0.66 -0.02 -0.36
H -1.82195 1.49564 -2.13370 0.35 0.70 -0.12
C -1.99853 3.52242 -1.33691 0.28 -0.41 -0.13
H 1.91725 1.43588 -2.46094 0.17 -0.08 0.41
C 0.79514 3.50133 -1.37162 -0.41 0.13 -0.34
H -3.09016 3.48476 -1.30063 0.25 0.20 0.06
C -1.28873 4.65442 -0.92309 -0.03 -0.26 -0.04
C 0.10514 4.62863 -0.91525 0.20 -0.12 -0.01
H 1.88717 3.40148 -1.32422 -0.41 0.36 -0.13
H -1.82774 5.53325 -0.58826 0.07 0.00 0.02
H 0.67119 5.49058 -0.56331 -0.19 -0.12 0.04
Si 2.37552 -3.75572 -1.77555 -0.94 -0.37 -0.49
Cl 0.85797 -2.18872 -2.15050 2.33 -1.76 -1.52
C 1.38165 -5.33385 -2.11811 0.50 -0.18 0.02
C 3.15156 -3.62467 -0.06861 0.54 -0.11 0.56
C 3.63607 -3.60003 -3.14909 -0.17 0.22 -0.04
H 0.42951 -5.08003 -2.61016 0.34 -0.13 0.22
H 1.17971 -5.94314 -1.22175 0.03 0.30 -0.38
H 1.99415 -5.93123 -2.82220 -0.38 0.11 0.27
H 3.15960 -3.82230 -4.12157 0.18 0.22 0.40
H 4.41358 -4.35717 -2.98643 -0.05 0.14 0.00
H 4.10047 -2.60505 -3.18030 -0.09 -0.28 -0.07
H 3.54964 -2.57428 0.09113 -0.27 -1.33 -0.10
H 4.00007 -4.39006 -0.07947 -0.89 1.05 0.09
H 2.42594 -3.91386 0.75407 1.16 0.36 -1.08
C -2.40689 0.42556 2.37748 -0.25 -0.09 0.18
C -1.90000 1.63758 1.62049 0.55 0.18 -0.13
O -0.59163 1.42450 1.08654 -0.14 0.32 0.41
C 0.49274 1.77074 1.96399 0.01 -0.66 -0.24
C 0.64727 3.25427 2.20515 0.20 0.08 -0.02
H -2.31140 -0.49309 1.78574 0.05 0.22 0.09
H -3.46530 0.56589 2.62999 0.12 -0.02 0.02
H -1.85474 0.30945 3.31616 -0.05 -0.12 -0.13
H -2.54788 1.86949 0.76018 0.21 -0.02 0.26
H -1.90254 2.52111 2.28705 -0.12 -0.28 -0.32
H 0.38887 1.21658 2.92130 -0.03 0.24 -0.27
H 1.39067 1.37401 1.45118 -0.60 0.28 0.42
H -0.26900 3.70960 2.58115 0.05 0.09 0.02
H 1.43534 3.40025 2.94985 -0.07 0.06 0.01
H 0.94778 3.76208 1.28574 -0.15 -0.08 0.20
```
Forces are in eV/Å.

Values from the calculation:
2S+1: 2
Highest occupied orbital energy (spin up / spin down), Eh: -0.214 / -0.214
LUMO (spin up / spin down), eV: -0.1 / 0.1
Max |F|, eV Å⁻¹: 3.29

***

# 2
A molecular structure, C24H46FIN2O9S3 in a non-equilibrium geometry. Source: the Open Molecules 2025 dataset; level of theory: wB97M-V/def2-TZVPD.

Structure (XYZ):
```
86
Properties=species:S:1:pos:R:3:forces:R:3
C 16.31700 32.89400 15.94700 3.11 0.11 3.97
C 17.23800 31.73600 15.88800 3.55 -1.27 3.07
O 18.36700 31.63100 16.41200 -4.39 0.30 -2.37
N 16.64700 30.43900 15.25800 -3.00 4.45 1.26
H 15.59500 30.46100 15.48800 1.96 -0.31 -0.17
H 16.62400 30.71200 14.27900 0.11 0.20 -2.81
C 17.31300 29.24700 15.49500 1.19 -3.02 -0.43
H 15.84400 33.09000 15.10400 -1.59 1.41 -4.41
H 16.84700 33.72800 16.46600 -0.02 -0.31 -1.34
H 15.51500 32.82800 16.63500 -0.99 -1.24 1.07
H 16.56000 28.48900 15.57500 -0.41 -0.85 -1.09
H 17.65400 29.12600 16.49100 1.21 0.81 0.89
H 18.08800 29.04900 14.70700 -0.82 0.10 1.00
C 17.58500 33.83800 10.25900 0.39 2.37 -1.98
C 18.74200 33.81400 11.17500 2.21 3.11 0.96
O 19.86200 34.28900 10.88300 -3.91 -2.49 1.63
N 18.34400 33.46600 12.66900 0.76 2.51 -2.55
H 17.67400 34.26800 12.98400 0.86 -0.40 -0.26
H 17.67100 32.64000 12.60100 -0.40 -1.27 0.36
C 19.56800 33.30400 13.46700 -5.07 6.19 5.34
H 16.54200 33.92400 10.54400 0.20 0.18 0.96
H 17.63300 32.97200 9.68900 0.14 -2.04 -1.09
H 17.81700 34.64400 9.45400 -0.40 -1.12 1.50
H 20.25300 34.14000 13.55100 -0.34 0.08 -0.45
H 19.91100 32.51700 13.16000 4.82 -8.29 -3.75
H 19.23400 32.97900 14.50100 0.33 0.97 -0.85
I 16.24300 36.08200 13.66800 0.16 -0.17 -0.03
O 16.62300 31.41900 12.58200 0.88 -0.30 -1.10
H 16.77800 31.15500 11.61200 -0.43 0.27 2.42
F 22.13400 33.28100 17.82100 0.45 -0.02 -0.38
C 21.81400 34.17100 16.87300 -2.95 2.64 -0.66
C 20.53600 34.82600 16.95600 -0.70 -3.11 1.68
C 20.18400 35.75500 16.02900 -2.53 0.92 -0.86
C 21.05200 36.13800 15.01300 0.03 2.84 -1.63
C 22.29500 35.50100 14.89500 2.10 1.96 -0.56
C 22.66400 34.59800 15.84900 0.73 -3.32 3.34
H 19.66200 34.43700 17.63800 2.23 0.75 -0.96
H 19.06600 36.10700 16.03700 2.43 -0.28 -0.07
H 20.75700 37.13600 14.39600 0.81 -2.91 1.14
H 23.25000 35.82800 14.30500 -2.55 -0.25 0.37
H 23.62300 34.08000 16.08300 -0.11 0.83 -1.44
C 21.79900 29.37300 7.99400 -5.11 3.49 -0.75
C 21.79600 28.50800 9.11300 6.15 -1.15 2.58
C 20.72300 28.78600 9.95700 -4.42 3.36 -3.40
S 20.75000 30.55500 10.13400 -1.75 1.85 -2.20
O 21.69600 31.01700 11.09100 0.85 -0.36 1.08
O 19.41200 31.12000 10.16700 0.09 -0.50 0.44
C 21.42500 30.87800 8.45600 0.94 -1.43 1.69
H 21.04600 28.99200 7.28200 -0.32 0.52 0.26
H 22.56700 29.46100 7.40900 5.07 0.00 -2.78
H 22.78200 28.39200 9.64300 -0.55 0.80 -0.26
H 21.61300 27.54800 8.91600 -0.21 -4.05 -1.86
H 20.61200 28.38000 10.85100 -0.51 -2.26 3.79
H 19.88500 28.56200 9.14800 0.38 0.72 2.53
H 22.26900 31.56200 8.69900 -0.17 -0.81 -0.51
H 20.70200 31.44800 7.91300 -0.55 -0.12 -0.51
C 14.50800 38.85700 8.22000 1.74 -0.61 0.18
C 15.25600 38.49400 9.50700 -0.14 2.89 -3.60
C 15.92300 37.28800 9.24600 3.19 -2.80 -0.17
S 15.09100 36.32800 8.05200 1.03 -4.84 -1.54
O 14.46300 35.10500 8.65700 1.12 2.73 -1.05
O 15.95100 36.08400 6.84700 -1.14 0.60 2.22
C 13.96600 37.54200 7.68300 -1.96 1.10 -1.74
H 15.22700 39.36900 7.52900 -0.99 -0.44 0.32
H 13.64900 39.37800 8.45000 -1.48 2.05 0.23
H 14.67200 38.12600 10.16500 -5.44 -1.09 4.88
H 15.80800 39.22900 10.00300 1.16 1.28 0.22
H 16.04100 36.71200 10.14200 0.49 -0.61 0.36
H 16.82300 37.52900 8.77900 2.14 -0.28 -0.74
H 12.99000 37.20200 8.03800 0.13 0.40 0.69
H 13.78000 37.65200 6.61600 0.43 -0.45 -0.21
C 20.09800 35.47600 5.87500 -0.78 -1.52 -0.74
C 20.20600 36.36900 4.64800 4.42 -6.42 0.50
C 19.38800 37.45400 4.76800 -2.96 2.59 1.26
S 19.77000 37.88000 6.43800 1.47 -0.15 2.87
O 18.65600 38.54800 7.04900 -0.04 1.65 0.02
O 21.18800 38.23400 6.63000 -1.83 0.61 -0.89
C 19.63100 36.21500 7.02200 1.96 1.88 1.69
H 20.77800 34.67100 5.95800 1.92 0.03 0.44
H 19.29100 34.87100 5.75300 -2.83 -2.01 -1.19
H 20.03500 35.67800 3.88200 -0.47 -0.49 -1.85
H 21.27600 36.45300 4.70900 0.59 1.60 -0.96
H 18.30200 37.21400 4.73600 0.65 0.41 -0.08
H 19.72700 38.16800 4.10900 -0.01 2.28 -1.37
H 18.59600 36.22900 7.11900 -1.93 -0.91 0.69
H 20.18200 36.05600 7.96100 -0.38 0.42 -0.24
```
Forces are in eV/Å.

Values from the calculation:
Highest occupied orbital energy, Eh: -0.263
LUMO, eV: -0.5
Max |F|, eV Å⁻¹: 10.29

***

Table of relative energy (zero: lowest compared OMol25 entry of this formula, charge and spin) (kcal per mole), in record order: 0.0 0.0
Table of energy (eV), in record order: -105367.104 -90354.017